[1]
A structure of composition C24H19AsMoO4S5SbSe, computed with ωB97M-V/def2-TZVPD.

Cartesian coordinates (Å):
1 Mo -0.79377 -0.95583 -1.05881
2 S -2.42964 -5.19406 1.35433
3 Sb -2.86772 -3.07312 0.96222
4 S -0.59892 -1.99773 0.95839
5 S -2.44839 -2.67350 -1.88227
6 S 1.44946 -0.89626 -1.74946
7 C 2.42170 0.41350 -1.04832
8 C 3.77998 0.43861 -1.35498
9 C 4.57569 1.44328 -0.83517
10 C 4.03262 2.42978 -0.01986
11 C 2.67964 2.41039 0.27825
12 C 1.87897 1.39269 -0.22896
13 As -0.01883 1.25591 0.01225
14 C -0.64795 2.93282 -0.69631
15 C -0.80061 4.03480 0.13833
16 C -1.15562 5.26155 -0.40453
17 C -1.35271 5.38583 -1.77116
18 C -1.19791 4.28429 -2.59967
19 C -0.84716 3.05500 -2.06614
20 C -0.32909 1.32972 1.91137
21 C 0.68591 0.98678 2.79647
22 C 0.43194 0.95993 4.16024
23 C -0.83144 1.27062 4.63732
24 C -1.84631 1.60966 3.75327
25 C -1.60227 1.63669 2.38868
26 H 4.20563 -0.32264 -1.99511
27 H 5.63121 1.46166 -1.07192
28 H 4.66464 3.21224 0.37746
29 H 2.24509 3.18360 0.90126
30 H -0.65376 3.94682 1.20754
31 H -1.28214 6.11825 0.24403
32 H -1.63596 6.34182 -2.19160
33 H -1.36529 4.37557 -3.66439
34 H -0.76039 2.18781 -2.71001
35 H 1.67342 0.73300 2.42958
36 H 1.22218 0.69266 4.84909
37 H -1.02755 1.24745 5.70132
38 H -2.83391 1.84982 4.12447
39 H -2.39922 1.88510 1.69941
40 S -0.53364 -3.06250 -2.40467
41 C 0.07676 -4.46661 -1.47196
42 C 1.17902 -4.38646 -0.63768
43 C 1.62858 -5.53861 -0.01200
44 C 0.97970 -6.74598 -0.21539
45 C -0.11430 -6.81604 -1.06575
46 C -0.56368 -5.67584 -1.70797
47 H 1.67741 -3.44117 -0.47520
48 H 2.48314 -5.48422 0.64880
49 H 1.32578 -7.63649 0.29142
50 H -0.62620 -7.75538 -1.22169
51 H -1.42424 -5.72092 -2.36318
52 O -4.48238 -0.56699 -1.76788
53 Se -3.33755 0.48257 -1.41395
54 O -3.71805 2.01937 -1.31868
55 O -2.47776 -0.07438 -0.04464
56 O -1.92412 0.21517 -2.35625

Its multiplicity is 2. Its strongest force on any atom is 0.73 eV Å⁻¹. The calculation puts the frontier orbital gap (spin up / spin down) at 0.2286 / 0.2473 hartree. Its relative energy (zero: lowest compared OMol25 entry of this formula, charge and spin) is 1.5 kcal/mol. For the LUMO energy (spin up / spin down), the calculation gives -1.81 / -1.54 eV. As for the charge: 0.

[2]
A structure of composition C25H41N3P2Ru, computed with ωB97M-V/def2-TZVPD.

Cartesian coordinates (Å):
1 Ru -0.37988 0.97147 0.41691
2 C 0.34128 2.92612 1.46127
3 C 0.03926 2.97390 0.02921
4 C -1.93038 3.28074 1.24823
5 C -0.87850 3.18036 2.17111
6 C -1.41382 3.08322 -0.06773
7 C 1.69131 2.93502 2.06854
8 H 2.42692 2.47995 1.40026
9 H 1.68607 2.38502 3.01975
10 H 2.02245 3.96102 2.28560
11 C -0.97814 3.45617 3.62615
12 H -0.08983 3.08663 4.15219
13 H -1.86892 2.98417 4.06760
14 H -1.05328 4.53759 3.82700
15 C -3.32352 3.69180 1.56148
16 H -3.41641 4.78908 1.61184
17 H -3.65384 3.29456 2.53204
18 H -4.01697 3.34016 0.78624
19 C -2.18418 3.26145 -1.31981
20 H -2.34983 4.32769 -1.53899
21 H -3.17505 2.79227 -1.23584
22 H -1.65321 2.82672 -2.17338
23 C 0.99457 3.32624 -1.05352
24 H 1.09299 4.41300 -1.17770
25 H 0.65071 2.90961 -2.00443
26 H 1.98585 2.92743 -0.83203
27 C 1.85898 -3.64042 -0.14956
28 C 2.90223 -2.86258 -0.49655
29 C 3.58264 -2.90270 -1.83607
30 C 2.65492 -3.08616 -3.06073
31 C 1.31711 -2.42073 -2.97450
32 C 0.19067 -3.07982 -2.62536
33 C 0.15484 -4.42389 -1.94551
34 C 1.32670 -4.76056 -0.98822
35 H 4.32258 -3.72214 -1.85368
36 H 2.52597 -4.16077 -3.25300
37 H 4.16306 -1.97438 -1.95963
38 H 2.14989 -5.21468 -1.55770
39 H 1.42491 -3.56438 0.85516
40 H 3.45804 -2.32179 0.27733
41 H 0.95085 -5.53083 -0.29623
42 H -0.79241 -4.48653 -1.38286
43 H -0.79878 -2.71380 -2.92219
44 H 0.11718 -5.22125 -2.70680
45 H 3.18392 -2.66446 -3.92898
46 H 1.29229 -1.39207 -3.34349
47 P 1.02898 -0.68325 1.00057
48 C 1.22956 -1.45321 2.60637
49 C 2.47213 0.00587 0.15824
50 P -1.26128 -0.43886 -1.09554
51 C -0.11281 -1.58753 -0.16689
52 C -0.81629 0.02862 -2.78370
53 C -2.97022 -0.99208 -1.04990
54 H 0.27749 -1.37784 3.15738
55 H 1.99800 -0.89632 3.16694
56 H 1.52438 -2.51015 2.52385
57 H 2.76429 -0.61164 -0.70220
58 H 3.29746 0.06946 0.87650
59 H 2.23572 1.01825 -0.20413
60 H -3.05795 -2.00758 -1.45887
61 H -3.57170 -0.29171 -1.64734
62 H -3.33868 -0.97275 -0.01677
63 H -0.67212 -2.38767 0.34493
64 H 0.57848 -2.02813 -0.87544
65 H -1.61436 0.68574 -3.16192
66 H -0.71339 -0.83944 -3.44025
67 H 0.12032 0.60321 -2.77035
68 N -1.66851 0.06309 1.69114
69 C -2.46892 0.16093 2.55887
70 N -3.32355 -0.02482 3.46330
71 C -3.94413 0.87195 4.20254
72 N -4.54411 1.59840 4.90923

Its multiplicity is 5. Its strongest force on any atom is 3.24 eV Å⁻¹. The calculation puts the frontier orbital gap (spin up / spin down) at 0.2250 / 0.2071 hartree. Its relative energy (zero: lowest compared OMol25 entry of this formula, charge and spin) is 0.0 kcal/mol. For the LUMO energy (spin up / spin down), the calculation gives -7.10 / -8.73 eV. As for the charge: +2.

[3]
A cluster of 6 separate species, C19H52O8P in total, computed with ωB97M-V/def2-TZVPD.

Cartesian coordinates (Å):
1 C -0.80094 4.03723 -0.11370
2 O -1.11233 2.68682 -0.31857
3 C -1.90428 2.14223 0.73415
4 P -0.94353 1.34910 2.16364
5 O -2.49899 0.94141 2.94061
6 C -2.43618 1.13059 4.32121
7 C -0.92791 1.06897 4.71890
8 O -0.22288 0.61901 3.60875
9 H -1.71419 4.65050 -0.07935
10 H -0.24563 4.19229 0.82041
11 H -0.17853 4.36755 -0.94919
12 H -2.53167 2.93167 1.17312
13 H -2.57735 1.40136 0.28135
14 H -0.92789 2.62420 2.89051
15 H 0.32468 1.64097 1.55187
16 H -0.98024 0.04130 1.53114
17 H -2.89965 2.07870 4.63734
18 H -2.98447 0.30594 4.80198
19 H -0.77518 0.37939 5.55972
20 H -0.57848 2.06040 5.05465
21 C 1.90827 -2.17267 -2.05824
22 C 1.08678 -1.41947 -1.01894
23 C -0.37050 -1.27855 -1.42128
24 O 1.65807 -0.14853 -0.76687
25 H 1.89371 -1.63204 -3.01131
26 H 2.94789 -2.25553 -1.73744
27 H 1.51361 -3.17601 -2.23545
28 H 1.14484 -1.94123 -0.06073
29 H -0.44811 -0.71421 -2.35643
30 H -0.90822 -0.73314 -0.64734
31 H -0.84113 -2.25358 -1.56809
32 H 1.61220 0.38267 -1.57075
33 C -6.99508 2.95219 -0.10064
34 C -5.60265 2.78022 0.48363
35 C -5.61103 1.98183 1.77587
36 O -4.97424 4.04286 0.70085
37 H -7.63732 3.48661 0.60710
38 H -6.95660 3.52709 -1.02732
39 H -7.45033 1.98240 -0.30745
40 H -4.95979 2.28563 -0.24755
41 H -6.22693 2.49848 2.52284
42 H -4.60053 1.87993 2.17211
43 H -6.02902 0.98336 1.63026
44 H -5.46381 4.51914 1.37896
45 C 5.97165 1.00857 -3.31363
46 C 4.86423 1.55688 -2.42752
47 C 4.71126 0.73395 -1.16119
48 O 3.63276 1.60697 -3.15238
49 H 5.73621 -0.01708 -3.61374
50 H 6.09097 1.61045 -4.21554
51 H 6.92378 0.99552 -2.77796
52 H 5.08153 2.59562 -2.16938
53 H 4.43742 -0.29048 -1.42854
54 H 3.92296 1.12463 -0.52098
55 H 5.64608 0.70083 -0.59616
56 H 3.41420 0.69843 -3.39134
57 C 7.97548 -3.24372 -2.88201
58 C 6.84301 -2.68986 -2.03147
59 C 6.64437 -3.48404 -0.75103
60 O 5.62934 -2.65513 -2.78270
61 H 7.75441 -4.27383 -3.17714
62 H 8.09674 -2.64915 -3.78752
63 H 8.91917 -3.24319 -2.33407
64 H 7.05318 -1.64678 -1.78669
65 H 6.38291 -4.51948 -0.98894
66 H 5.83462 -3.05566 -0.16102
67 H 7.55140 -3.49350 -0.14442
68 H 5.40469 -3.56058 -3.02317
69 C -3.49954 -1.97373 1.17182
70 C -5.00566 -2.06705 1.30586
71 C -5.44559 -3.29647 2.08465
72 O -5.64036 -2.03881 0.02097
73 H -3.11706 -2.84507 0.62616
74 H -3.22161 -1.07459 0.62647
75 H -3.01203 -1.93024 2.14561
76 H -5.36275 -1.16991 1.81384
77 H -5.12431 -4.20546 1.56531
78 H -6.53223 -3.32429 2.17816
79 H -5.00668 -3.30289 3.08323
80 H -5.32895 -2.80794 -0.46785

Its strongest force on any atom is 0.50 eV Å⁻¹. The calculation puts the frontier orbital gap at 0.2232 hartree. For the LUMO energy, the calculation gives 2.20 eV. As for the charge: -1.

[4]
A cluster of 11 separate species, C20H58F6N2O10P in total, computed with ωB97M-V/def2-TZVPD.

Cartesian coordinates (Å):
1 P -0.63722 -0.27681 -2.29250
2 F -0.61061 -0.00120 -3.90101
3 F 0.74475 0.55965 -2.15018
4 F -1.52390 1.05462 -2.07943
5 F -0.67146 -0.52309 -0.70288
6 F -1.97599 -1.16376 -2.55192
7 F 0.24124 -1.64066 -2.47632
8 C 2.41251 -1.28843 -7.12493
9 C 1.20423 -1.36160 -6.21484
10 O 1.51629 -2.19580 -5.08692
11 H 3.32437 -1.03109 -6.58109
12 H 2.26165 -0.44455 -7.80940
13 H 2.59433 -2.18166 -7.72110
14 H 0.35027 -1.82395 -6.71644
15 H 0.94541 -0.35199 -5.89192
16 H 0.91710 -1.99395 -4.36121
17 O -3.83424 0.12595 -0.25775
18 H -3.17518 0.78169 -0.50930
19 H -3.32320 -0.66746 -0.06161
20 O -3.47301 0.63017 -4.55702
21 H -3.43027 1.56754 -4.76168
22 H -2.61762 0.43032 -4.15042
23 O -4.96049 -1.46390 -3.14517
24 H -4.31439 -0.82963 -3.49047
25 H -4.74643 -1.50697 -2.20581
26 O -2.83743 -2.82869 -0.45954
27 H -2.81518 -3.73641 -0.77442
28 H -2.05783 -2.41219 -0.85020
29 O 2.83386 -1.68937 -1.00485
30 H 1.95712 -1.42288 -1.31015
31 H 3.18982 -2.19041 -1.74498
32 O -1.69395 -2.85694 -5.36067
33 H -1.81934 -2.28245 -4.59492
34 H -1.37244 -3.68582 -4.99485
35 O -1.17697 4.03562 -2.54036
36 H -1.44815 3.14054 -2.77817
37 H -0.41009 3.89137 -1.96614
38 C 3.38577 4.90528 -0.44714
39 C 3.15847 3.51282 0.14641
40 C 3.53638 3.42334 1.61418
41 C 2.53135 4.12297 2.51875
42 C 1.20340 3.44417 2.32590
43 C 0.68144 3.52569 0.89178
44 N 1.75748 3.10970 0.00308
45 O 1.36111 3.06185 -1.35097
46 C -0.49306 2.55500 0.78072
47 C 0.21036 4.95183 0.58657
48 C 4.01383 2.53145 -0.64662
49 H 2.63139 5.64231 -0.17910
50 H 3.33525 4.84893 -1.53737
51 H 4.36984 5.31616 -0.19816
52 H 3.51876 2.36261 1.88295
53 H 4.54451 3.82262 1.75140
54 H 2.48771 5.20223 2.34690
55 H 2.86414 4.04813 3.55997
56 H 0.47959 3.91630 3.00006
57 H 1.27738 2.39842 2.63278
58 H -0.12652 1.53313 0.63316
59 H -1.14552 2.56748 1.65078
60 H -1.07767 2.75113 -0.12392
61 H -0.76881 5.16709 1.03423
62 H 0.85361 5.69817 1.06401
63 H 0.15832 5.19544 -0.47089
64 H 3.85235 1.50956 -0.28814
65 H 5.07086 2.76353 -0.48680
66 H 3.79268 2.53693 -1.71001
67 H 1.26383 2.11779 -1.52325
68 C -1.32020 -4.29248 2.03667
69 C -0.25793 -3.58690 2.87946
70 C 0.21130 -2.32250 2.12312
71 C -0.67060 -1.08904 2.30240
72 C -0.90862 -0.84167 3.77155
73 C -1.47527 -2.03321 4.54113
74 N -0.76283 -3.25995 4.20186
75 O -1.31858 -4.38776 4.85193
76 C -1.27118 -1.77694 6.03192
77 C -2.98339 -2.11749 4.21330
78 C 0.96996 -4.48406 3.02031
79 H -1.48469 -5.32739 2.38119
80 H -1.05253 -4.44907 0.99219
81 H -2.29167 -3.80003 2.08720
82 H 1.23539 -2.09400 2.42441
83 H 0.20656 -2.57550 1.06341
84 H -1.58903 -1.16602 1.71572
85 H -0.08515 -0.27926 1.85724
86 H -1.55749 0.01086 3.98701
87 H 0.06910 -0.57251 4.19830
88 H -0.20895 -1.71439 6.26340
89 H -1.82381 -0.90292 6.37355
90 H -1.65563 -2.64691 6.57388
91 H -3.55720 -1.49513 4.90485
92 H -3.18408 -1.78303 3.19724
93 H -3.37690 -3.12444 4.36644
94 H 0.71190 -5.51373 3.27418
95 H 1.69481 -4.05788 3.71281
96 H 1.50728 -4.54008 2.06392
97 H -2.06634 -4.68440 4.30870

Its strongest force on any atom is 1.66 eV Å⁻¹. The calculation puts the frontier orbital gap at 0.3132 hartree. For the LUMO energy, the calculation gives 2.38 eV. As for the charge: -1.